one:
# C2H5N4

A structure of composition C2H5N4 (ωB97M-V/def2-TZVPD, the OMol25 dataset).

M   85.1 g/mol
Frontier orbital gap   9.632 eV

ORCA input file:
```
! RIJCOSX wB97M-V def2-TZVPD def2/J DEFGRID3
* xyz 1 1
C 0.092 1.205 0.626
C -0.284 -0.985 0.087
N -0.574 -2.163 0.326
N 0.417 0.050 -1.271
N -0.324 0.030 1.051
N 0.561 1.200 -0.621
H -0.034 2.004 1.286
H 1.024 -0.453 -2.017
H -0.700 -3.042 -0.167
H -0.917 0.039 1.887
H 0.738 2.115 -1.187
*
```

=====

two:
# C2H5N4

The ion C2H5N4 with charge +1 (ωB97M-V/def2-TZVPD, the OMol25 dataset).

M   85.1 g/mol
SMILES string   C#[N+]/C(N)=N\N
Frontier orbital gap (spin up / spin down)   6.973 / 6.969 eV

ORCA input file:
```
! RIJCOSX wB97M-V def2-TZVPD def2/J DEFGRID3
* xyz 1 1
C 2.208 -0.730 -0.565
N 1.118 -0.413 -0.254
C -0.108 0.322 -0.107
N 0.091 1.595 -0.583
N -1.296 0.056 0.373
N -1.728 -1.031 0.938
H 3.186 -1.093 -0.761
H 0.955 1.867 -1.017
H -0.514 2.325 -0.244
H -1.207 -1.896 1.030
H -2.704 -1.001 1.189
*
```

=====

Stability ranking, top and bottom: one is the most stable and two is the least stable.